1.
This record from OMol25 describes an isolated ion of composition C25H35N2O3 and charge +1. The level of theory is ωB97M-V/def2-TZVPD.

Cartesian coordinates (Å):
C -5.247 -2.218 2.110
C -6.237 -1.288 1.430
O -5.585 -0.648 0.346
C -6.406 0.273 -0.350
C -5.631 0.857 -1.530
C -4.435 1.695 -1.085
N -3.470 0.850 -0.407
C -2.171 0.891 -0.618
O -1.635 1.715 -1.377
C -1.331 -0.138 0.142
C -0.315 -0.804 -0.805
C 1.021 -0.054 -0.817
N 0.768 1.380 -0.595
C 1.854 2.285 -1.053
C 3.111 2.155 -0.233
C 3.378 3.060 0.784
C 4.524 2.917 1.552
C 5.385 1.866 1.330
C 5.126 0.943 0.311
O 6.017 -0.064 0.184
C 5.785 -1.075 -0.777
C 4.524 -1.871 -0.540
C 3.865 -2.472 -1.606
C 2.723 -3.223 -1.389
C 2.223 -3.373 -0.105
C 2.872 -2.770 0.960
C 4.020 -2.027 0.745
C 3.992 1.107 -0.479
C 0.389 1.611 0.815
C -0.576 0.523 1.304
H -5.743 -2.752 2.915
H -4.862 -2.939 1.394
H -4.416 -1.652 2.526
H -7.100 -1.854 1.054
H -6.606 -0.530 2.137
H -7.306 -0.239 -0.716
H -6.725 1.075 0.333
H -6.306 1.483 -2.111
H -5.286 0.039 -2.165
H -3.941 2.161 -1.940
H -4.765 2.483 -0.400
H -3.910 0.128 0.162
H -2.002 -0.897 0.546
H -0.133 -1.831 -0.492
H -0.732 -0.836 -1.813
H 1.509 -0.190 -1.782
H 1.693 -0.425 -0.040
H -0.155 1.609 -1.143
H 2.052 2.055 -2.102
H 1.474 3.307 -0.989
H 2.705 3.885 0.967
H 4.738 3.630 2.332
H 6.275 1.735 1.923
H 5.788 -0.651 -1.791
H 6.655 -1.734 -0.685
H 4.257 -2.363 -2.606
H 2.228 -3.699 -2.221
H 1.342 -3.973 0.066
H 2.495 -2.894 1.965
H 4.536 -1.573 1.578
H 3.795 0.430 -1.293
H -0.079 2.595 0.873
H 1.293 1.619 1.429
H -1.281 0.958 2.012
H -0.025 -0.259 1.829

- SMILES = CCOCCCNC(=O)[C@H]1CC[N@H+](Cc2cccc(OCc3ccccc3)c2)CC1
- total charge = +1
- multiplicity = 1
- calculated total energy (eV) = -35611.15281
- maximum force (eV/Å) = 0.7

---

2.
This record from OMol25 describes a 2-piece molecular cluster, C4H13N4O overall. The level of theory is ωB97M-V/def2-TZVPD.

Cartesian coordinates (Å):
C -2.524 1.572 2.400
C -1.640 0.916 1.405
O -0.553 1.175 1.080
N -2.165 -0.260 0.790
H -2.467 2.743 2.372
H -2.381 1.286 3.434
H -1.977 -0.465 -0.171
H -3.174 -0.658 1.085
H -3.585 1.341 2.180
C 3.099 -1.348 -1.448
C 0.860 -0.351 -1.027
N 1.030 -0.721 0.261
N 1.853 -0.825 -2.033
N 0.008 0.548 -1.533
H 1.264 -1.719 0.469
H 0.442 -0.236 1.026
H 1.886 -0.521 -3.047
H 0.179 1.047 -2.378
H -0.609 1.017 -0.790
H 3.953 -0.813 -1.758
H 3.079 -2.377 -1.816
H 3.420 -1.353 -0.501

- total charge = +1
- multiplicity = 1
- calculated total energy (eV) = -12359.76341
- maximum force (eV/Å) = 6.5

---

3.
This record from OMol25 describes a 6-piece molecular cluster, C16H28Cl8O6 overall. The level of theory is ωB97M-V/def2-TZVPD.

Cartesian coordinates (Å):
C 25.086 6.784 -6.450
C 24.221 5.850 -5.499
C 22.702 5.846 -5.611
O 22.399 4.462 -5.588
C 23.454 3.747 -5.671
O 23.433 2.534 -5.634
O 24.530 4.515 -5.841
H 26.135 6.494 -6.404
H 25.022 7.804 -6.072
H 24.745 6.730 -7.484
H 24.509 5.936 -4.451
H 22.425 6.286 -6.569
H 22.318 6.404 -4.758
C 18.273 16.801 -10.283
C 19.731 16.870 -10.724
C 20.581 17.823 -9.814
O 21.721 16.999 -9.616
C 21.490 15.721 -10.032
O 22.246 14.775 -9.999
O 20.315 15.625 -10.641
H 17.693 16.075 -10.852
H 17.729 17.742 -10.374
H 18.297 16.451 -9.251
H 19.783 17.235 -11.749
H 20.084 18.079 -8.879
H 20.827 18.772 -10.291
Cl 14.080 8.880 -16.688
C 14.509 10.023 -15.424
C 14.180 9.369 -13.986
Cl 12.415 9.372 -13.754
H 13.979 10.958 -15.606
H 15.563 10.226 -15.614
H 14.579 9.982 -13.178
H 14.555 8.359 -13.823
Cl 21.101 11.030 -6.750
C 19.815 10.615 -7.884
C 20.267 10.062 -9.257
Cl 19.101 10.280 -10.593
H 19.223 11.522 -8.006
H 19.205 9.944 -7.280
H 20.649 9.041 -9.238
H 21.039 10.744 -9.613
Cl 25.208 9.481 -11.990
C 26.658 10.295 -11.302
C 27.872 10.314 -12.273
Cl 28.533 8.662 -12.539
H 26.951 9.900 -10.330
H 26.313 11.324 -11.201
H 28.656 10.873 -11.763
H 27.652 10.839 -13.203
Cl 14.066 12.015 -7.414
C 12.884 13.047 -8.331
C 11.959 12.150 -9.184
Cl 10.976 10.908 -8.261
H 13.507 13.769 -8.858
H 12.403 13.687 -7.591
H 12.604 11.623 -9.887
H 11.219 12.661 -9.801

- SMILES = C[C@H]1COC(=O)O1.C[C@H]1COC(=O)O1.ClCCCl.ClCCCl.ClCCCl.ClCCCl
- total charge = 0
- multiplicity = 1
- calculated total energy (eV) = -129510.29813
- maximum force (eV/Å) = 4.1

---

4.
This record from OMol25 describes C11H16ClLiNO6S as an isolated structure. The level of theory is ωB97M-V/def2-TZVPD.

Cartesian coordinates (Å):
Li 0.996 -1.006 0.791
O 1.551 2.503 0.403
Cl 1.631 1.526 1.449
O 2.042 2.130 2.680
O 0.323 0.890 1.621
O 2.554 0.470 1.074
N -0.966 -2.348 -2.341
C -0.317 -2.178 -1.150
O 0.650 -1.426 -1.088
C -0.863 -2.941 0.039
C -0.021 -2.779 1.304
H -0.799 -1.637 -3.036
H -1.890 -2.744 -2.316
H -1.057 -3.969 -0.320
H -1.863 -2.517 0.207
H 0.698 -3.605 1.383
H -0.682 -2.859 2.175
C -5.877 -1.240 3.586
C -4.969 -0.781 2.478
C -3.586 -0.783 2.649
C -2.736 -0.350 1.644
C -3.285 0.102 0.452
C -4.654 0.097 0.247
C -5.489 -0.341 1.264
S -2.220 0.611 -0.900
C -1.878 2.267 -0.294
O -3.102 0.776 -2.097
H -5.350 -1.894 4.280
H -6.738 -1.783 3.194
H -6.257 -0.390 4.157
H -3.166 -1.150 3.578
H -1.661 -0.393 1.778
H -5.041 0.422 -0.711
H -6.563 -0.353 1.108
H -2.822 2.809 -0.255
H -1.190 2.726 -1.003
H -1.392 2.201 0.676

- total charge = -1
- multiplicity = 1
- calculated total energy (eV) = -48999.91700
- maximum force (eV/Å) = 0.2

---

5.
This record from OMol25 describes a 10-piece molecular cluster, C6H32O13 overall. The level of theory is ωB97M-V/def2-TZVPD.

Cartesian coordinates (Å):
O -19.587 -16.612 4.388
C -20.955 -16.231 4.297
C -20.922 -14.732 3.898
O -22.182 -14.189 3.581
H -19.162 -16.201 5.164
H -21.501 -16.852 3.583
H -21.422 -16.418 5.212
H -20.315 -14.450 3.071
H -20.649 -14.204 4.804
H -22.312 -14.417 2.649
O -19.089 -18.951 -3.019
C -19.349 -17.736 -3.598
C -20.628 -17.209 -2.911
O -20.874 -15.855 -3.353
H -18.292 -19.372 -3.347
H -18.470 -17.159 -3.444
H -19.449 -17.805 -4.644
H -20.400 -17.083 -1.898
H -21.466 -17.894 -3.111
H -21.578 -15.463 -2.812
O -16.773 -12.363 2.603
C -17.027 -13.337 3.580
C -16.693 -14.697 3.021
O -16.894 -15.642 4.038
H -16.822 -11.530 3.125
H -16.483 -13.064 4.533
H -18.059 -13.469 3.823
H -15.682 -14.673 2.677
H -17.339 -14.902 2.171
H -16.787 -16.466 3.507
O -16.166 -12.619 -0.351
H -16.644 -13.382 -0.742
H -15.426 -12.390 -0.940
O -21.735 -14.165 0.666
H -22.338 -14.050 -0.045
H -20.915 -14.601 0.374
O -19.487 -15.169 -0.064
H -19.127 -14.459 0.461
H -19.280 -15.911 0.598
O -17.239 -14.703 -1.622
H -18.004 -15.001 -1.116
H -17.664 -14.648 -2.514
O -18.968 -12.624 0.747
H -19.454 -11.921 1.151
H -18.064 -12.362 0.981
O -19.062 -17.182 1.682
H -18.601 -17.823 1.173
H -19.493 -17.588 2.465
O -20.101 -12.148 -1.898
H -19.757 -12.335 -1.059
H -19.348 -12.120 -2.501

- SMILES = OCCO.OCCO.OCCO.O.O.O.O.O.O.O
- total charge = 0
- multiplicity = 1
- calculated total energy (eV) = -33356.84098
- maximum force (eV/Å) = 2.7

---

6.
This record from OMol25 describes a single C4H11N3O2 molecule. The level of theory is ωB97M-V/def2-TZVPD.

Cartesian coordinates (Å):
C 2.359 -0.344 -0.691
N 1.000 -0.573 -0.209
N 0.790 -1.827 0.413
C 0.463 0.527 0.545
O 1.152 1.133 1.356
N -0.799 0.785 0.189
C -1.450 1.946 0.758
C -1.475 -0.417 -0.950
O -2.170 -1.309 -0.212
H 2.581 -1.054 -1.491
H 3.094 -0.467 0.113
H 2.425 0.682 -1.050
H 1.144 -2.560 -0.194
H 1.291 -1.845 1.304
H -2.042 1.662 1.634
H -0.722 2.694 1.077
H -2.107 2.412 0.017
H -2.069 0.338 -1.464
H -0.822 -0.953 -1.627
H -2.644 -0.830 0.483

- SMILES = CN(N)C(=O)N(C)CO
- total charge = 0
- multiplicity = 1
- calculated total energy (eV) = -12889.21019
- maximum force (eV/Å) = 3.7

---

Which energy relative to the best compared isomer or geometry (same formula, charge and spin) belongs to each record? In order, 33.36, 301.51, 0.00, 0.00, 220.49, 349.25 kJ/mol.
Which HOMO energy belongs to each record? In order, -11.24, -13.73, -10.59, -3.50, -9.65, -8.32 eV.